1.
Molecular formula: C5H4DyO5
Method: DFT, ωB97M-V with the def2-TZVPD basis set

The total charge is +3. The multiplicity is 6. The HOMO energy (spin up / spin down) comes out at -22.085 / -22.086 eV. The expectation value of S² is 9.348. The HOMO-LUMO gap (spin up / spin down) is 6.565 / 5.360 eV.

Element x y z (Å)
Dy 0.877 -1.291 0.124
O -1.089 3.818 -2.519
C -0.749 3.004 -1.801
C 2.599 -1.345 -1.687
O 3.349 -1.486 -2.559
C -1.330 -1.607 -1.166
O -2.260 -1.851 -1.824
C 0.054 -0.086 -2.272
O -0.192 0.035 -3.412
C -0.582 0.116 2.945
O 0.646 -0.089 2.122
H -1.370 0.555 2.282
H -0.392 0.778 3.820
H -0.933 -0.881 3.303
H 1.372 0.330 2.644

Results of the Mulliken charge analysis, in e, for atoms 1 through 5:
1. Dy 2.005
2. O -0.085
3. C 0.112
4. C 0.023
5. O 0.170

---

2.
Molecular formula: C5H4DyO7
Method: DFT, ωB97M-V with the def2-TZVPD basis set

The total charge is +1. The multiplicity is 6. The HOMO energy (spin up / spin down) comes out at -12.973 / -12.965 eV. The expectation value of S² is 9.365. The HOMO-LUMO gap (spin up / spin down) is 6.388 / 5.635 eV. The relative energy (zero: lowest compared OMol25 entry of this formula, charge and spin) comes out at 29.1 kcal per mole.

Element x y z (Å)
O 2.231 0.362 -1.045
C 1.799 1.559 -0.911
O 2.466 2.548 -0.658
O -1.030 -2.416 -1.745
O -2.951 -1.961 -0.553
C -2.022 -2.440 -1.097
Dy 1.413 -1.616 -1.322
O 0.133 -1.581 0.627
C -0.295 -0.725 1.632
C -0.320 0.727 1.173
O -0.585 1.439 -0.267
C 0.282 1.756 -1.192
H -1.291 -1.004 2.020
H 0.354 -0.768 2.526
H 0.737 1.016 1.285
H -0.867 1.343 1.898
O -0.055 1.759 -2.369

Results of the Mulliken charge analysis, in e, for atoms 1 through 5:
1. O -0.592
2. C 0.464
3. O -0.517
4. O -0.436
5. O -0.226

---

3.
Molecular formula: C5H4ErLiO7
Method: DFT, ωB97M-V with the def2-TZVPD basis set

The total charge is +1. The multiplicity is 5. The HOMO energy (spin up / spin down) comes out at -10.439 / -13.817 eV. The expectation value of S² is 6.006. The HOMO-LUMO gap (spin up / spin down) is 4.642 / 8.013 eV.

Element x y z (Å)
O 0.092 -2.184 1.163
C -0.665 -1.479 1.895
O -0.479 -1.027 3.027
O -0.739 1.097 0.895
O 1.086 1.906 -0.183
C 1.911 1.467 -1.246
C 1.008 0.512 -2.018
O 0.170 -0.025 -0.997
C 0.330 0.847 0.281
H 2.221 2.336 -1.836
H 2.803 0.954 -0.851
H 1.571 -0.274 -2.535
H 0.374 1.034 -2.747
Er -0.588 -2.106 -0.778
Li -1.562 0.682 2.562
O -2.339 -1.723 0.101
O -3.010 -0.709 1.979
C -2.183 -1.307 1.289

Results of the Mulliken charge analysis, in e, for atoms 1 through 5:
1. O -0.543
2. C 0.551
3. O -0.645
4. O -0.628
5. O -0.283

---

4.
Molecular formula: C5H4F2
Method: DFT, ωB97M-V with the def2-TZVPD basis set

The HOMO energy comes out at -9.533 eV. The HOMO-LUMO gap is 8.656 eV. The relative energy (zero: lowest compared OMol25 entry of this formula, charge and spin) comes out at 122.0 kcal per mole.

Element x y z (Å)
C -1.856 2.589 0.272
C -1.371 1.546 -0.074
C 1.848 -1.078 0.373
C 0.882 -0.641 -0.426
C -0.604 -0.710 -0.125
F -0.862 -1.175 1.077
F -1.399 -1.164 -1.001
H -2.150 3.668 0.092
H 2.854 -1.006 -0.053
H 1.688 -1.598 1.285
H 0.970 -0.430 -1.422

Results of the Mulliken charge analysis, in e, for atoms 1 through 5:
1. C -0.143
2. C -0.517
3. C -0.604
4. C -0.231
5. C 0.602

---

5.
Molecular formula: C5H4F2O2
Method: DFT, ωB97M-V with the def2-TZVPD basis set

The HOMO energy comes out at -9.621 eV. The HOMO-LUMO gap is 10.116 eV. The relative energy (zero: lowest compared OMol25 entry of this formula, charge and spin) comes out at 33.3 kcal per mole.

Element x y z (Å)
C -0.210 0.089 -1.368
C 1.602 2.085 -0.155
C -0.179 -1.310 0.969
C -0.516 -0.426 -0.218
C -0.846 0.052 1.118
O 0.357 -0.621 -2.411
O 1.900 3.138 0.139
F -0.210 1.171 1.715
F -2.148 0.138 1.518
H -0.475 1.094 -1.541
H 0.524 -1.591 -2.178
H -0.687 -2.338 1.268
H 0.887 -1.480 1.145

Results of the Mulliken charge analysis, in e, for atoms 1 through 5:
1. C 0.111
2. C 0.195
3. C -0.801
4. C -0.309
5. C 0.764

---

6.
Molecular formula: C5H4F4N3
Method: DFT, ωB97M-V with the def2-TZVPD basis set

The total charge is +1. The HOMO energy comes out at -12.224 eV. The HOMO-LUMO gap is 4.045 eV. The relative energy (zero: lowest compared OMol25 entry of this formula, charge and spin) comes out at 32.3 kcal per mole.

Element x y z (Å)
C 0.669 1.584 -2.861
C 0.050 1.772 -1.587
C 0.426 -0.683 -2.665
C -0.549 -0.905 3.583
C -0.272 -1.002 2.105
N 0.852 0.412 -3.336
N -0.108 -0.540 -1.474
N -0.321 0.643 -1.046
F -1.464 0.100 3.674
F 0.562 -0.606 4.262
F 0.888 -0.598 1.684
F -0.866 -1.800 1.299
H 1.123 2.355 -3.320
H -0.355 2.761 -1.460
H 0.593 -1.734 -2.923
H -1.228 -1.759 4.065

Results of the Mulliken charge analysis, in e, for atoms 1 through 5:
1. C -0.112
2. C -0.079
3. C 0.039
4. C 0.261
5. C 0.690

---

7.
Molecular formula: C5H4I2
Method: DFT, ωB97M-V with the def2-TZVPD basis set

The multiplicity is 3. The HOMO energy (spin up / spin down) comes out at -6.929 / -9.285 eV. The expectation value of S² is 2.039. The HOMO-LUMO gap (spin up / spin down) is 7.024 / 7.152 eV. The relative energy (zero: lowest compared OMol25 entry of this formula, charge and spin) comes out at 13.6 kcal per mole.

Element x y z (Å)
C -0.947 -0.414 0.175
C -1.986 -0.724 0.891
C 0.165 -0.242 -0.550
C 1.125 0.984 -0.541
C 1.689 0.191 0.563
I 0.023 2.785 -0.072
I 3.233 -1.017 -0.071
H -2.033 -1.350 1.797
H -3.040 -0.278 0.631
H 0.292 -0.938 -1.235
H 1.479 1.003 -1.587

Results of the Mulliken charge analysis, in e, for atoms 1 through 5:
1. C 0.062
2. C -0.630
3. C -0.511
4. C -0.341
5. C -0.152

---

8.
Molecular formula: C5H4LiO7Rh
Method: DFT, ωB97M-V with the def2-TZVPD basis set

The total charge is +1. The multiplicity is 6. The HOMO energy (spin up / spin down) comes out at -12.354 / -14.737 eV. The expectation value of S² is 8.766. The HOMO-LUMO gap (spin up / spin down) is 7.805 / 6.399 eV.

Element x y z (Å)
O 0.738 0.291 1.887
C 0.763 -0.766 1.178
O 1.197 -1.888 1.463
O 0.414 -1.385 -1.131
O -1.547 -1.051 -0.016
C -2.355 0.100 0.119
C -1.654 1.113 -0.767
O -0.280 0.796 -0.554
C -0.191 -0.719 -0.229
H -3.371 -0.139 -0.214
H -2.383 0.436 1.168
H -1.857 2.153 -0.486
H -1.896 0.969 -1.829
Rh 1.009 1.714 0.577
Li 1.967 -2.215 -0.446
O 2.843 1.305 -0.133
O 3.704 -0.762 -0.503
C 2.898 0.048 -0.083

Results of the Mulliken charge analysis, in e, for atoms 1 through 5:
1. O -0.593
2. C 0.047
3. O -0.583
4. O -0.763
5. O -0.350

---

9.
Molecular formula: C5H4N2
Method: DFT, ωB97M-V with the def2-TZVPD basis set

The HOMO energy comes out at -9.498 eV. The SMILES is C#Cc1ccn[nH]1. The HOMO-LUMO gap is 9.451 eV. The relative energy (zero: lowest compared OMol25 entry of this formula, charge and spin) comes out at 76.7 kcal per mole.

Element x y z (Å)
C -1.049 1.790 2.046
C -0.395 1.088 1.269
C 0.144 0.232 0.308
C 0.571 0.467 -0.982
C 0.738 -0.814 -1.523
N 0.428 -1.770 -0.646
N 0.082 -1.121 0.454
H -2.040 1.393 1.753
H 0.713 1.440 -1.429
H 1.045 -1.082 -2.522
H -0.235 -1.623 1.272

Results of the Mulliken charge analysis, in e, for atoms 1 through 5:
1. C -0.586
2. C 0.088
3. C 0.337
4. C -0.307
5. C -0.422

---

10.
Molecular formula: C5H4N2
Method: DFT, ωB97M-V with the def2-TZVPD basis set

The HOMO energy (spin up / spin down) comes out at -8.438 / -8.439 eV. The HOMO-LUMO gap (spin up / spin down) is 8.095 / 8.095 eV. The relative energy (zero: lowest compared OMol25 entry of this formula, charge and spin) comes out at 159.2 kcal per mole.

Element x y z (Å)
C 2.704 -0.794 0.168
C 1.502 -0.698 0.275
C 0.081 0.540 0.319
C 0.146 -0.699 0.741
N -2.177 -0.165 -0.281
N -1.834 0.907 -0.819
C -0.532 1.381 -0.484
H 3.680 -1.167 -0.009
H -0.249 -1.256 1.585
H -3.116 -0.379 -0.620
H -0.205 2.330 -0.875

Results of the Mulliken charge analysis, in e, for atoms 1 through 5:
1. C 0.155
2. C -0.305
3. C 0.598
4. C -0.558
5. N -0.425

---

11.
Molecular formula: C5H4N2
Method: DFT, ωB97M-V with the def2-TZVPD basis set

The HOMO energy comes out at -9.561 eV. The SMILES is C#Cc1ccn[nH]1. The HOMO-LUMO gap is 9.580 eV. The relative energy (zero: lowest compared OMol25 entry of this formula, charge and spin) comes out at 82.1 kcal per mole.

Element x y z (Å)
C 2.896 0.412 0.071
C 1.672 0.286 0.248
C 0.283 0.084 0.242
C -0.441 -1.042 -0.108
C -1.771 -0.595 -0.130
N -1.868 0.694 0.190
N -0.618 1.089 0.384
H 2.729 -0.019 -0.949
H -0.037 -2.017 -0.343
H -2.663 -1.158 -0.364
H -0.411 2.044 0.636

Results of the Mulliken charge analysis, in e, for atoms 1 through 5:
1. C -0.681
2. C 0.141
3. C 0.383
4. C -0.284
5. C -0.421

---

12.
Molecular formula: C5H4N2
Method: DFT, ωB97M-V with the def2-TZVPD basis set

The HOMO energy comes out at -9.619 eV. The SMILES is [H]/N=C/[C@]1(C#C)C=N1. The HOMO-LUMO gap is 10.588 eV. The relative energy (zero: lowest compared OMol25 entry of this formula, charge and spin) comes out at 93.3 kcal per mole.

Element x y z (Å)
H -2.601 -1.551 0.506
N -2.091 -0.838 -0.014
C -0.926 -0.676 0.458
C 0.014 0.302 -0.184
C 1.415 -0.058 -0.073
C 2.550 -0.442 0.050
C -0.403 1.661 -0.497
N -0.463 0.919 -1.498
H -0.491 -1.221 1.311
H 3.558 -0.785 0.138
H -0.563 2.689 -0.196

Results of the Mulliken charge analysis, in e, for atoms 1 through 5:
1. H 0.261
2. N -0.573
3. C -0.141
4. C 0.595
5. C -0.703